# C4H2O3

A 2-piece molecular cluster, C4H2O3 overall in a non-equilibrium geometry (the ωB97M-V functional and the def2-TZVPD basis, the Open Molecules 2025 dataset).

```
9
C4H2O3, DFT the ωB97M-V functional and the def2-TZVPD basis
C -1.1275 -0.8534 -1.1322
C -0.8340 -1.0913 0.1200
C -0.3001 -0.9762 1.2611
O 0.2069 -0.9840 2.3056
H -0.4864 -0.1739 -1.6972
H -1.6726 -1.4901 -1.6934
O 0.8801 2.5887 -0.4237
C 1.3980 1.8841 0.3094
O 1.9356 1.0961 0.9503
```

Summary:
- E_HOMO (eV) = -9.03
- net charge = 0
- 2S+1 = 1
- E_LUMO (eV) = -0.7569
- SMILES = C=C=C=O.O=C=O
- relative energy (zero: lowest compared OMol25 entry of this formula, charge and spin) (kcal/mol) = 38.9

***

# C4H2S

One molecule with the formula C4H2S in a non-equilibrium geometry (the ωB97M-V functional and the def2-TZVPD basis, the Open Molecules 2025 dataset).

```
7
C4H2S, DFT the ωB97M-V functional and the def2-TZVPD basis
C -1.2920 0.3645 -0.3932
C -2.5504 0.9818 -0.3343
C -0.1062 0.5379 0.6705
C 0.0075 -0.0825 -0.4946
S -2.8839 -0.4790 0.1992
H 0.1340 1.3292 1.3568
H 0.7778 -0.6201 -0.9545
```

Summary:
- E_HOMO (eV) = -7.80
- net charge = 0
- 2S+1 = 1
- E_LUMO (eV) = -0.1391
- relative energy (zero: lowest compared OMol25 entry of this formula, charge and spin) (kcal/mol) = 89.2